1.
Entry from the OMol25 dataset: a structure of composition C46H56As3F5NO4RbSSb2 (ωB97M-V with the def2-TZVPD basis set).

```
119
C46H56As3F5NO4RbSSb2 ωB97M-V with the def2-TZVPD basis set
Rb 0.0423 1.1803 -0.8886
C 0.5793 3.8469 3.6290
C 1.1212 2.4494 3.9513
C 0.1918 1.3663 3.4086
Sb 0.9956 -0.6190 3.3809
C -0.8230 -1.5220 2.6805
C -0.9812 -2.9034 2.7858
C -2.1347 -3.5310 2.3289
C -3.1579 -2.7840 1.7609
C -3.0234 -1.4060 1.6730
C -1.8636 -0.7858 2.1205
C 0.4180 -1.0095 5.4531
C 1.3994 -1.2623 6.4095
C 1.0750 -1.4733 7.7461
C -0.2511 -1.4374 8.1492
C -1.2453 -1.1899 7.2099
C -0.9107 -0.9794 5.8795
Sb 0.1128 4.0145 1.5024
C -2.0279 3.8772 1.8467
C -2.8070 2.9325 1.1807
C -4.1645 2.7970 1.4537
C -4.7686 3.6177 2.3926
C -4.0123 4.5779 3.0526
C -2.6576 4.7003 2.7806
C 0.0757 6.1725 1.4873
C -0.8879 6.8322 0.7240
C -0.9077 8.2170 0.6386
C 0.0465 8.9719 1.3084
C 1.0233 8.3298 2.0546
C 1.0370 6.9420 2.1376
H 1.2948 4.6347 3.8728
H -0.3440 4.0406 4.1805
H 1.2300 2.3224 5.0355
H 2.1049 2.3382 3.4903
H -0.0137 1.5430 2.3510
H -0.7572 1.3540 3.9533
H -0.1911 -3.5048 3.2266
H -2.2271 -4.6083 2.4006
H -4.0411 -3.2659 1.3566
H -3.8157 -0.8183 1.2274
H -1.7818 0.2915 2.0428
H 2.4425 -1.2964 6.1091
H 1.8585 -1.6665 8.4703
H -0.5111 -1.6025 9.1882
H -2.2850 -1.1617 7.5152
H -1.7002 -0.7967 5.1575
H -2.3791 2.2885 0.4170
H -4.7473 2.0574 0.9207
H -5.8262 3.5140 2.6038
H -4.4782 5.2318 3.7812
H -2.0820 5.4589 3.3012
H -1.6310 6.2553 0.1847
H -1.6670 8.7073 0.0407
H 0.0333 10.0534 1.2411
H 1.7808 8.9079 2.5716
H 1.8172 6.4626 2.7182
F -7.1727 0.1909 -1.8369
C -6.1026 -0.6274 -1.8216
C -4.8205 -0.1190 -1.7577
F -4.6378 1.2116 -1.7136
C -3.7333 -0.9714 -1.7362
F -2.5234 -0.3798 -1.6674
C -3.8297 -2.3679 -1.8001
S -2.4646 -3.4160 -1.7844
C -5.1568 -2.8325 -1.8573
F -5.4004 -4.1530 -1.9057
C -6.2586 -2.0016 -1.8703
F -7.5016 -2.5182 -1.9308
C -1.2438 -0.5785 -4.5275
As 0.4941 -0.7313 -3.6361
C 1.5398 0.1141 -5.0700
C 0.6773 -2.6639 -3.9983
C 2.0520 -3.3616 -3.9295
C 1.7793 -4.8561 -3.7311
C 2.9745 -2.7868 -2.8405
As 2.8085 -2.9659 -0.8664
C 2.9991 -4.9260 -0.6610
C 0.8933 -2.8689 -0.5151
C 2.7165 -3.1507 -5.3101
As 4.5188 -3.7589 -5.8614
C 5.6193 -2.3201 -5.0978
C 5.0683 -5.1856 -4.6217
H -1.1416 -0.8217 -5.5870
H -1.6162 0.4397 -4.4174
H -1.9317 -1.2789 -4.0532
H 1.3702 -0.3708 -6.0330
H 2.6038 0.1110 -4.8313
H 1.2118 1.1529 -5.1104
H 0.2294 -2.8660 -4.9770
H -0.0093 -3.0913 -3.2626
H 1.1414 -5.0129 -2.8623
H 2.6950 -5.4312 -3.5899
H 1.2500 -5.2548 -4.6012
H 3.0713 -1.7062 -2.9943
H 3.9800 -3.1846 -2.9985
H 2.1351 -5.4864 -1.0118
H 3.1382 -5.1251 0.4025
H 3.8914 -5.2698 -1.1883
H 0.3136 -3.6205 -1.0491
H 0.5197 -1.8831 -0.7804
H 0.7490 -3.0011 0.5565
H 2.7702 -2.0807 -5.5230
H 2.0509 -3.5701 -6.0702
H 5.2715 -1.3682 -5.4998
H 6.6529 -2.4669 -5.4127
H 5.5756 -2.2769 -4.0111
H 4.5146 -6.0981 -4.8378
H 4.9433 -4.9286 -3.5717
H 6.1254 -5.3726 -4.8177
O 1.3438 4.2885 -1.9258
N 0.3991 3.5775 -2.2785
O 0.5598 2.6793 -3.1428
O -0.7290 3.6960 -1.7323
C 3.7175 1.3447 0.1740
C 2.5272 1.1762 1.1360
O 1.7927 0.2105 0.8172
H 3.8289 0.4893 -0.5094
H 4.6341 1.5004 0.7501
H 3.5490 2.2627 -0.4034
```

The spin multiplicity is 1. The calculation puts the HOMO energy at -1.38 eV. Its HOMO-LUMO gap is 5.149 eV. The charge is -2. The LUMO energy comes out at 3.8 eV.


2.
Entry from the OMol25 dataset: a structure of composition C46H56BF5NbO4Si in a non-equilibrium geometry (ωB97M-V with the def2-TZVPD basis set).

```
114
C46H56BF5NbO4Si ωB97M-V with the def2-TZVPD basis set
C 4.3336 2.9011 -0.7308
C 4.7551 1.4113 -0.5901
C 3.6016 0.3960 -0.7714
C 2.2376 0.8888 -0.2037
O 1.4122 -0.2525 -0.0390
Nb -0.5728 0.0298 -0.4505
C -0.9656 1.0561 1.5617
C -0.4032 2.4537 1.7746
O 0.0735 2.7432 2.8706
C -0.3501 3.5356 0.7133
C 0.8910 4.0739 0.4246
C 1.0239 5.0704 -0.5011
C -0.0618 5.5625 -1.2004
C -1.2970 5.0326 -0.9002
C -1.4359 4.0472 0.0451
B -0.9648 -2.0971 0.5552
O -0.7114 -2.2778 1.9340
O -1.4629 -3.2281 -0.1057
C -0.8581 -3.4513 -1.3857
Si -3.1140 0.1368 -1.0860
C -3.2043 0.3084 -3.0053
C -4.1273 -1.4230 -0.6531
C -4.0761 1.6202 -0.3569
H 3.3990 3.0135 -1.2827
H 4.2851 3.3363 0.2722
H 5.1206 3.4163 -1.2936
H 5.4802 1.2077 -1.3914
H 5.2919 1.2053 0.3433
H 3.8423 -0.5474 -0.2699
H 3.4314 0.2001 -1.8378
H 1.8526 1.6160 -0.9262
H 2.4480 1.3447 0.7786
H -0.3640 1.6332 -1.3287
H -0.2848 -0.7683 -2.0886
H -2.0309 1.0437 1.8441
H -0.4650 0.4254 2.3114
H 1.7742 3.7234 0.9497
H 1.9959 5.5093 -0.7236
H 0.0272 6.3338 -1.9584
H -2.1797 5.3897 -1.4252
H -2.4374 3.6823 0.2525
H 0.1585 -2.6971 1.9819
H 0.1626 -3.0702 -1.4664
H -1.4511 -2.9084 -2.1308
H -0.9361 -4.5090 -1.6515
H -3.7249 1.2432 -3.2515
H -2.2151 0.2546 -3.4610
H -3.8157 -0.5211 -3.3916
H -3.7633 -2.2959 -1.2043
H -5.1939 -1.2466 -0.8646
H -4.0417 -1.6484 0.4184
H -3.6934 1.9914 0.6011
H -5.1181 1.3067 -0.1892
H -4.1008 2.4847 -1.0349
F -2.1608 -3.6619 -4.1963
C -1.9329 -4.8294 -4.8174
C -1.7419 -5.9747 -4.0675
C -1.5107 -7.1773 -4.7195
C -1.4635 -7.2208 -6.1066
C -1.6535 -6.0603 -6.8444
C -1.8952 -4.8564 -6.1985
H -1.7748 -5.9211 -2.9886
H -1.3664 -8.0821 -4.1435
H -1.2785 -8.1602 -6.6120
H -1.6131 -6.0920 -7.9255
H -2.0535 -3.9427 -6.7561
F 3.5909 -7.4949 -3.9010
C 3.1147 -6.9103 -2.7817
C 2.3932 -7.6702 -1.8817
C 1.9084 -7.0701 -0.7265
C 2.1404 -5.7217 -0.4966
C 2.8644 -4.9729 -1.4155
C 3.3622 -5.5686 -2.5644
H 2.2166 -8.7185 -2.0855
H 1.3499 -7.6553 -0.0077
H 1.7591 -5.2520 0.4007
H 3.0403 -3.9207 -1.2318
H 3.9358 -5.0029 -3.2869
F -4.8764 -0.3261 5.9161
C -4.5980 0.9394 5.5387
C -5.5401 1.9263 5.7518
C -5.2500 3.2284 5.3683
C -4.0312 3.5230 4.7706
C -3.0975 2.5170 4.5601
C -3.3800 1.2163 4.9513
H -6.4870 1.6744 6.2120
H -5.9762 4.0133 5.5356
H -3.8089 4.5384 4.4686
H -2.1474 2.7427 4.0907
H -2.6613 0.4198 4.8018
F 5.2006 1.6453 -4.4628
C 5.5703 2.8857 -4.8233
C 4.7060 3.9394 -4.6003
C 5.0911 5.2196 -4.9686
C 6.3288 5.4296 -5.5632
C 7.1840 4.3585 -5.7844
C 6.8071 3.0769 -5.4081
H 3.7423 3.7553 -4.1426
H 4.4251 6.0539 -4.7918
H 6.6261 6.4292 -5.8537
H 8.1470 4.5206 -6.2510
H 7.4631 2.2305 -5.5644
F -1.1640 1.0124 11.9238
C -1.3675 1.0604 10.5888
C -2.5962 0.6876 10.0819
C -2.8046 0.7421 8.7104
C -1.7830 1.1573 7.8674
C -0.5522 1.5238 8.3949
C -0.3416 1.4810 9.7665
H -3.3773 0.3593 10.7554
H -3.7651 0.4597 8.2989
H -1.9473 1.1945 6.8002
H 0.2454 1.8436 7.7370
H 0.6080 1.7707 10.1977
```

The spin multiplicity is 1. The calculation puts the HOMO energy at -4.61 eV. Its HOMO-LUMO gap is 6.778 eV. The charge is -1. The LUMO energy comes out at 2.2 eV.


3.
Entry from the OMol25 dataset: a cluster of 6 separate species, C46H58F14NO20 in total in a non-equilibrium geometry (ωB97M-V with the def2-TZVPD basis set).

```
139
C46H58F14NO20 ωB97M-V with the def2-TZVPD basis set
C -3.9267 -0.1430 1.7167
C -3.4045 0.1666 0.6748
N -2.8225 0.5717 -0.5449
C -2.5682 2.0673 -0.4837
F -2.0543 2.4511 -1.6157
F -1.6606 2.2130 0.4771
C -3.7160 3.0805 -0.0973
F -4.1331 2.8939 1.1436
F -3.0579 4.2533 -0.1255
C -4.9243 3.2833 -1.0365
F -5.7672 2.2502 -0.9171
F -4.5063 3.3350 -2.3069
C -5.7319 4.5914 -0.7671
F -6.8667 4.4750 -1.4292
F -6.0004 4.7328 0.5102
F -5.0914 5.6363 -1.2201
C -3.7072 0.1056 -1.7608
C -4.9366 -0.6741 -1.3454
C -5.8689 -0.9900 -2.5375
C -5.7018 -2.4218 -3.1016
C -6.9399 -3.3087 -2.8515
C -6.6099 -4.7385 -2.3914
O -7.3254 -5.0881 -1.2114
C -6.5887 -4.7503 -0.0499
C -2.8695 -0.5684 -2.8588
O -2.1779 0.4506 -3.5057
C -1.8310 0.1482 -4.8617
C -2.8502 0.7304 -5.8199
C -2.9424 2.2611 -5.6837
O -1.9997 -1.5795 -2.4186
C -1.7871 -1.6373 -1.0180
C -0.6512 -2.5914 -0.6793
C -0.7746 -2.9869 0.7726
C -0.0137 -2.4352 1.7927
C -0.2361 -2.7998 3.1165
C -1.2183 -3.7265 3.4481
C -1.4733 -4.0988 4.8843
C -1.9589 -4.3119 2.4246
C -1.7367 -3.9306 1.1117
C -1.4507 -0.2459 -0.5134
O -0.4967 0.3603 -1.2606
C 0.7214 0.7179 -0.5827
C 1.8186 0.7700 -1.6377
O 2.9597 1.3861 -1.1038
C 3.6843 0.5756 -0.1785
C 3.8701 1.3184 1.1435
H -4.2846 -0.3828 2.6914
H -4.0448 1.0196 -2.2381
H -5.5390 -0.1126 -0.6426
H -4.6970 -1.6169 -0.8541
H -5.6983 -0.2751 -3.3450
H -6.8864 -0.8838 -2.1741
H -5.4596 -2.3849 -4.1639
H -4.8426 -2.9086 -2.6325
H -7.5923 -2.8615 -2.1043
H -7.5054 -3.3944 -3.7787
H -5.5407 -4.8553 -2.1850
H -6.8668 -5.4785 -3.1467
H -6.0726 -3.7900 -0.1713
H -5.8349 -5.5136 0.1535
H -7.2687 -4.6752 0.7932
H -3.5484 -1.0320 -3.5775
H -0.8637 0.6133 -5.0503
H -1.6976 -0.9275 -4.9918
H -3.8359 0.2934 -5.6457
H -2.5420 0.4653 -6.8314
H -3.1250 2.7416 -6.6397
H -2.0095 2.6467 -5.2724
H -3.7295 2.5274 -4.9815
H -2.6832 -2.0434 -0.5431
H 0.3157 -2.1496 -0.9205
H -0.7616 -3.4765 -1.3045
H 0.7642 -1.7131 1.5750
H 0.3671 -2.3352 3.8855
H -0.5550 -4.1916 5.4574
H -2.0703 -3.3124 5.3537
H -2.0623 -5.0108 4.9413
H -2.7138 -5.0520 2.6426
H -2.3451 -4.3955 0.3425
H -1.1450 -0.3010 0.5321
H 0.6258 1.7038 -0.1289
H 0.9783 -0.0400 0.1562
H 2.0651 -0.2509 -1.9508
H 1.4824 1.3334 -2.5052
H 4.6673 0.3478 -0.5826
H 3.1857 -0.3823 -0.0229
H 4.8753 1.1925 1.5341
H 3.7026 2.3785 0.9857
H 3.1680 0.9812 1.9103
C 7.5030 -3.4366 -1.6207
C 6.8206 -3.6363 -0.2844
O 5.8343 -2.6149 -0.2997
C 5.5225 -2.3589 -1.5956
O 4.5762 -1.7345 -1.9472
O 6.4314 -2.9122 -2.4236
F 7.6528 -3.4384 0.7593
H 8.3014 -2.6960 -1.5467
H 7.8891 -4.3544 -2.0544
H 6.3295 -4.6035 -0.1632
C 5.6410 6.8227 1.9947
C 4.6967 6.0422 2.8814
O 4.5266 4.8324 2.1656
C 5.6509 4.6346 1.4126
O 5.9317 3.6106 0.8889
O 6.3836 5.7641 1.3675
F 3.4913 6.6461 3.0249
H 5.0911 7.3799 1.2353
H 6.3008 7.5014 2.5312
H 5.0904 5.8133 3.8739
C 8.5677 9.2363 6.1748
C 7.1638 9.6052 6.6072
O 6.5841 10.0515 5.3911
C 7.2261 9.4290 4.3707
O 6.8396 9.3955 3.2481
O 8.3603 8.8459 4.8109
F 7.1461 10.6102 7.5081
H 9.2282 10.1030 6.2086
H 9.0023 8.4209 6.7449
H 6.5747 8.7731 6.9967
C -6.1947 -7.2043 5.6584
C -4.7623 -6.8512 6.0010
O -4.1765 -6.7042 4.7152
C -5.1599 -6.3399 3.8487
O -4.9698 -5.9111 2.7588
O -6.3719 -6.5286 4.4058
F -4.1293 -7.8373 6.6700
H -6.3087 -8.2786 5.5119
H -6.9185 -6.8542 6.3879
H -4.6440 -5.9177 6.5542
C 7.2835 0.5508 -4.1462
C 8.4895 0.1835 -4.9832
O 9.5320 0.1744 -4.0230
C 8.9809 -0.1162 -2.8140
O 9.5859 -0.4564 -1.8542
O 7.6349 0.0087 -2.8692
F 8.7589 1.1064 -5.9338
H 7.1726 1.6323 -4.0626
H 6.3547 0.1146 -4.5026
H 8.4328 -0.7995 -5.4540
```

The spin multiplicity is 1. The calculation puts the HOMO energy at -11.17 eV. Its HOMO-LUMO gap is 9.574 eV. The charge is +1. The LUMO energy comes out at -1.6 eV.


4.
Entry from the OMol25 dataset: a structure of composition C46H58N5O7PdSi in a non-equilibrium geometry (ωB97M-V with the def2-TZVPD basis set).

```
118
C46H58N5O7PdSi ωB97M-V with the def2-TZVPD basis set
Pd -0.4839 -0.1092 -0.1589
C -3.3409 -5.1136 0.1359
C -3.6984 -4.5329 -1.0748
C -3.2207 -3.2961 -1.4393
C -2.3274 -2.5798 -0.6081
C -1.9674 -3.1979 0.6075
C -2.4769 -4.4226 0.9721
N -1.8528 -1.3502 -0.9763
N -2.3477 -0.9176 -2.1346
C -2.0764 0.3657 -2.4229
C -2.6012 0.9775 -3.5799
C -2.4074 2.3258 -3.7897
C -1.7095 3.0947 -2.8682
C -1.1674 2.4964 -1.7279
C -1.3078 1.1457 -1.5155
H -3.7203 -6.0849 0.4185
H -4.3782 -5.0570 -1.7330
H -3.5047 -2.8451 -2.3759
H -1.2748 -2.6905 1.2543
H -2.2082 -4.8486 1.9320
H -3.1634 0.3836 -4.2864
H -2.8357 2.8056 -4.6620
H -1.5914 4.1574 -3.0397
H -0.6379 3.0885 -0.9929
C 5.9711 -5.4914 1.0775
O 4.8029 -4.7222 1.1910
C 3.6883 -5.3180 1.7322
C 3.6513 -6.6044 2.2367
C 2.4768 -7.1231 2.7638
C 1.3274 -6.3605 2.7583
C 1.3493 -5.0719 2.2536
C 2.5242 -4.5218 1.7598
N 2.6188 -3.2214 1.2858
C 1.5401 -2.3285 1.2185
N 0.9283 -2.1272 2.4065
C -0.1426 -1.2990 2.7707
C -0.9128 -0.5573 1.8741
C -2.0226 0.1209 2.3726
C -2.3618 0.0765 3.7151
C -1.5889 -0.6560 4.6016
C -0.4883 -1.3529 4.1328
O 0.3011 -2.1563 4.9624
C -0.4034 -3.1138 5.7160
N 1.2244 -1.7184 0.1342
C 2.0545 -1.8159 -0.9934
C 2.7477 -0.6537 -1.3503
C 3.6514 -0.6610 -2.3933
C 3.8743 -1.8198 -3.1231
C 3.1630 -2.9621 -2.8092
C 2.2647 -2.9837 -1.7495
O 1.6701 -4.2045 -1.4706
C 0.2666 -4.2297 -1.6484
H 6.7195 -4.8290 0.6435
H 5.8284 -6.3556 0.4167
H 6.3262 -5.8407 2.0552
H 4.5370 -7.2203 2.2327
H 2.4743 -8.1255 3.1660
H 0.4047 -6.7659 3.1426
H 0.4369 -4.4992 2.2185
H 3.2999 -3.1097 0.5445
H 1.3608 -2.5610 3.2134
H -2.6491 0.6827 1.6814
H -3.2282 0.6133 4.0759
H -1.8547 -0.7008 5.6468
H -0.9961 -2.6543 6.5145
H 0.3503 -3.7653 6.1594
H -1.0665 -3.7101 5.0779
H 2.5567 0.2418 -0.7715
H 4.1953 0.2413 -2.6247
H 4.5932 -1.8367 -3.9308
H 3.2969 -3.8783 -3.3659
H -0.0303 -5.2731 -1.5393
H -0.0186 -3.8716 -2.6459
H -0.2461 -3.6216 -0.9003
C 2.2356 3.8003 -1.9373
C 1.8569 4.7222 -0.7754
C 0.7982 5.7383 -1.2309
C 3.1010 5.4772 -0.2801
O 1.2930 3.9891 0.2819
Si 1.7402 2.5300 0.9391
O 0.9594 1.3043 0.3793
O 1.6190 2.7334 2.5731
C 0.6548 3.4370 3.3104
C 1.0319 4.9247 3.3310
C -0.7283 3.2705 2.6894
C 0.6687 2.8364 4.7210
O 3.3637 2.3751 0.6430
C 4.4317 2.1746 1.5277
C 4.5643 3.3590 2.4934
C 4.2287 0.8850 2.3290
C 5.7036 2.0524 0.6740
H 2.6158 4.3760 -2.7788
H 1.3688 3.2215 -2.2478
H 2.9997 3.1085 -1.5978
H 1.1394 6.2863 -2.1080
H 0.5825 6.4407 -0.4281
H -0.1159 5.2078 -1.4734
H 3.5247 6.0813 -1.0811
H 3.8408 4.7560 0.0505
H 2.8426 6.1252 0.5579
H 1.1337 5.2388 2.2965
H 1.9815 5.0807 3.8396
H 0.2633 5.5162 3.8250
H -0.7643 3.8094 1.7486
H -1.5076 3.6292 3.3595
H -0.8780 2.2164 2.4780
H 1.6569 2.9532 5.1627
H 0.4350 1.7762 4.6517
H -0.0674 3.3252 5.3548
H 3.6175 3.4672 3.0098
H 4.7734 4.2765 1.9476
H 5.3604 3.1839 3.2141
H 3.3062 0.9709 2.8943
H 5.0653 0.7218 3.0065
H 4.1440 0.0398 1.6495
H 5.8585 2.9612 0.0959
H 5.5992 1.2193 -0.0162
H 6.5700 1.8843 1.3111
```

The spin multiplicity is 1. The calculation puts the HOMO energy (alpha / beta) at -3.41 / -3.41 eV. Its HOMO-LUMO gap (alpha / beta) is 5.085 / 5.097 eV. The charge is -1. The LUMO energy (alpha / beta) comes out at 1.7 / 1.7 eV.